Entry 1:
# C28H18Br33F17N

C28H18Br33F17N as an isolated structure (ωB97M-V with the def2-TZVPD basis set, the Open Molecules 2025 dataset).

Computed properties:
Spin multiplicity ... 1
Gap between HOMO and LUMO ... 6.67 eV
Net charge ... +1
HOMO energy ... -11.50 eV

CARTESIAN COORDINATES (ANGSTROEM)
1 H -3.986 0.827 -1.752
2 Br 6.775 0.005 -2.192
3 H 6.801 0.130 0.293
4 H 2.091 6.647 -3.430
5 Br -4.089 0.703 -4.234
6 C 1.767 5.795 -2.722
7 Br -8.535 4.394 -2.026
8 F 2.215 -3.939 -0.869
9 Br -12.825 5.175 -0.850
10 C -9.401 2.910 -1.123
11 Br -1.882 2.031 -2.311
12 F -1.351 -7.871 0.741
13 C 5.363 -1.503 2.260
14 F -2.064 -5.480 0.698
15 H 2.489 1.261 -3.072
16 H 2.733 3.949 -3.897
17 Br 10.023 1.490 3.975
18 C 0.975 -7.190 0.869
19 F 0.742 -6.748 2.219
20 Br 0.833 -3.565 3.824
21 Br -0.575 5.703 -3.758
22 C 7.056 0.862 -0.474
23 F -0.821 -1.025 -2.060
24 Br 7.378 -4.467 -2.595
25 C -1.007 -5.680 -0.268
26 C -12.724 6.186 0.803
27 Br -2.121 2.583 2.023
28 C -0.368 -7.098 0.017
29 H -0.364 3.098 1.247
30 Br 10.796 -0.554 6.331
31 Br -1.632 2.234 5.184
32 H -10.414 2.844 -1.519
33 C 2.134 4.289 -2.990
34 C 0.493 -1.566 -2.322
35 C -3.752 1.558 -2.525
36 Br -4.919 3.080 -2.238
37 F -0.144 -7.864 -1.186
38 C 0.213 2.755 0.312
39 Br -5.065 -1.065 1.309
40 H 5.263 -5.674 -2.085
41 Br 8.915 1.343 -0.203
42 C 0.913 -4.153 -1.461
43 F 0.886 -0.923 -3.561
44 F 1.386 -3.357 -3.715
45 F -0.805 -3.487 -3.099
46 Br -1.109 -0.222 3.172
47 Br -3.213 6.490 -5.421
48 H -1.018 7.646 -5.251
49 Br 5.873 2.381 -0.224
50 H 0.800 7.237 -1.424
51 F 1.219 -1.425 0.123
52 N 0.989 6.219 -1.537
53 C 5.516 -4.945 -2.855
54 C 0.502 -3.125 -2.597
55 Br 5.224 -5.807 -4.568
56 Br 7.240 -1.024 2.338
57 C -1.636 7.149 -4.504
58 C -2.162 1.364 3.534
59 F -1.698 -5.759 -1.534
60 C 1.874 1.637 -2.169
61 F 1.078 -5.423 -2.147
62 F 0.611 -4.148 0.981
63 Br 4.884 -2.272 0.543
64 H -3.195 1.040 3.662
65 H 9.650 1.651 6.430
66 Br -4.556 -1.469 4.455
67 H -0.062 5.734 0.354
68 H 1.101 -3.566 6.298
69 Br 7.719 0.210 5.811
70 C 0.446 1.222 0.084
71 H 5.199 -2.275 3.012
72 C 1.456 -0.968 -1.203
73 F 1.279 -8.591 1.005
74 Br 4.340 -3.423 -2.604
75 Br 0.145 -1.290 5.982
76 Br -2.083 8.477 -3.161
77 Br 3.164 -2.331 5.654
78 Br -13.018 5.060 2.355
79 Br 4.218 -0.007 2.724
80 Br -4.035 -3.899 2.420
81 Br -9.556 3.220 0.785
82 C 9.560 0.817 5.735
83 C 0.780 3.759 -0.745
84 F 2.119 -6.606 0.283
85 C 1.606 3.189 -1.979
86 H -0.030 0.541 0.886
87 C 1.285 -2.797 5.549
88 C -5.090 -2.316 2.793
89 C -0.114 -4.370 -0.248
90 F 2.864 -1.162 -1.485
91 H -6.122 -2.642 2.918
92 F -1.064 -3.270 -0.261
93 H -11.709 6.573 0.878
94 Br -8.528 1.221 -1.512
95 C 1.271 0.647 -1.144
96 Br -13.916 7.716 0.785
97 C 0.506 5.291 -0.539

Let us look at the Löwdin charges, expressed in e, one per atom: -0.0322, 0.5468, -0.1696, 0.1328, 0.5911, -0.1935, 0.5360, -0.0393, 0.5501, -1.6067, 0.6305, 0.0863, -1.5358, 0.0175, 0.1365, 0.1230, 0.5455, -0.2844, 0.0741, 0.6168, 0.7729, -1.6376, 0.0445, 0.5762, -0.1661, -1.6175, 0.7303, -0.1701, -0.0736, 0.5705, 0.6069, -0.0396, 0.0055, -0.1705, -1.5790, 0.5439, 0.0886, -0.1123, 0.5526, -0.0201, 0.5662, -0.1633, 0.0690, 0.0481, 0.0911, 0.5587, 0.6005, -0.0188, 0.5259, 0.1517, 0.0505, -0.0530, -1.5693, -0.1741, 0.5848, 0.6207, -1.5503, -1.5221, 0.0942, 0.0663, 0.0735, -0.0088, 0.6073, -0.0689, -0.0262, 0.5875, 0.1575, -0.0204, 0.5317, 0.0019, -0.0402, -0.2479, 0.0905, 0.6425, 0.5332, 0.5787, 0.5732, 0.5498, 0.5442, 0.6156, 0.5498, -1.6056, -0.1000, 0.1175, -0.0852, 0.0278, -1.5650, -1.5822, -0.1485, -0.0649, -0.0220, 0.0643, -0.0274, 0.5493, -0.0249, 0.5697, 0.0648

=====

Entry 2:
# C28H19F4GdN6O4

C28H19F4GdN6O4 as an isolated structure (ωB97M-V with the def2-TZVPD basis set, the Open Molecules 2025 dataset).

Computed properties:
Spin multiplicity ... 8
Gap between HOMO and LUMO (spin up / spin down) ... 5.24 / 6.51 eV
Net charge ... +2
HOMO energy (spin up / spin down) ... -13.06 / -15.53 eV
⟨S²⟩ ... 16.15

CARTESIAN COORDINATES (ANGSTROEM)
1 H -4.391 -0.633 -0.921
2 C 2.710 -1.319 -1.920
3 H -4.398 -2.318 1.371
4 C 1.683 -1.116 -2.845
5 C 4.254 -0.552 -0.046
6 C 4.335 0.503 1.060
7 C 0.056 0.395 -4.053
8 N -1.543 -1.353 0.442
9 F 1.215 -5.450 -0.634
10 C 1.054 -5.182 3.439
11 C 0.434 -2.800 3.272
12 C -2.836 -1.562 0.198
13 N -3.425 -2.051 1.294
14 O 0.642 0.410 2.297
15 H -2.203 -1.271 4.619
16 C 1.126 -5.411 0.681
17 C 4.194 -1.969 0.558
18 O -3.265 -3.944 3.591
19 C 0.553 -2.566 4.668
20 C -1.325 -1.750 1.763
21 H -0.645 1.192 -3.813
22 C -2.505 -2.157 2.306
23 H 3.408 0.547 1.635
24 C 0.751 -3.993 2.667
25 N 0.649 -2.220 5.762
26 C 1.628 -8.016 -0.535
27 C 1.627 -7.820 0.879
28 H -2.882 -0.852 -1.812
29 F 1.554 -7.408 3.672
30 H 4.972 -2.069 1.313
31 F 0.702 -3.191 0.347
32 H 5.175 -0.494 -0.635
33 C -0.003 -1.574 2.507
34 H 3.239 -2.138 1.054
35 C -2.807 -2.841 3.622
36 H -0.496 -0.495 -4.352
37 H 4.566 1.493 0.668
38 N 1.633 -8.200 -1.670
39 H 1.009 2.135 -2.180
40 C 2.430 0.929 -1.104
41 C 1.368 -6.598 1.458
42 H 3.296 -2.227 -1.989
43 H 0.632 0.721 -4.923
44 O -2.564 -2.167 4.722
45 H 1.490 -1.873 -3.597
46 C 1.405 1.135 -2.043
47 H 4.370 -2.748 -0.184
48 C -0.200 -0.202 3.185
49 C 3.107 -0.305 -1.020
50 Gd 0.627 -0.833 -0.303
51 C 0.836 -4.229 1.252
52 C 1.013 0.119 -2.932
53 N 2.191 -9.981 2.158
54 F 1.018 -5.090 4.750
55 H 2.791 1.778 -0.539
56 C 1.920 -9.002 1.620
57 C 1.328 -6.385 2.884
58 C -3.546 -1.304 -1.080
59 N 1.066 -0.889 1.745
60 O -0.909 0.253 4.006
61 H -3.943 -2.233 -1.490
62 H 5.138 0.244 1.748

Let us look at the Löwdin charges, expressed in e, one per atom: 0.1074, -0.0715, 0.2042, -0.0624, -0.3423, -0.0452, -0.0080, -0.0065, 0.1393, -0.1081, -0.0468, -0.3128, 0.2248, 0.0456, 0.1087, -0.1508, -0.0451, 0.1791, -0.1424, -0.1710, 0.0972, -0.0455, 0.0764, -0.0038, 0.2752, -0.1485, -0.1070, 0.0786, 0.1826, 0.1005, -0.0270, 0.1635, -0.2863, 0.0523, -0.4709, 0.0968, 0.0914, 0.2352, 0.1468, -0.0742, -0.0071, 0.1406, 0.1175, 0.1847, 0.1475, -0.0633, 0.0843, -0.3952, -0.2575, 1.8729, -0.0808, -0.3166, 0.2544, 0.1784, 0.1368, -0.1392, -0.1141, 0.0329, -0.1391, 0.2269, 0.1070, 0.0995

=====

Entry 3:
# C28H20N5O6W

C28H20N5O6W as an isolated structure (ωB97M-V with the def2-TZVPD basis set, the Open Molecules 2025 dataset).

Computed properties:
Spin multiplicity ... 3
Gap between HOMO and LUMO (spin up / spin down) ... 6.46 / 6.18 eV
Net charge ... +1
HOMO energy (spin up / spin down) ... -10.40 / -10.48 eV
⟨S²⟩ ... 2.02

CARTESIAN COORDINATES (ANGSTROEM)
1 N 3.647 -2.928 -4.978
2 H 7.418 -5.537 -10.208
3 C -1.505 -1.962 -1.228
4 H 1.785 -2.644 0.979
5 H 0.355 0.852 2.534
6 H 3.398 -4.415 -2.588
7 H -4.540 -1.470 -4.201
8 N 3.319 -0.936 -5.897
9 C 1.619 2.502 -3.446
10 O -0.403 -1.536 0.812
11 C 3.789 -2.213 -6.073
12 C 2.312 0.254 -3.870
13 H 7.049 -5.416 -11.941
14 C 5.430 -4.478 -8.561
15 C 3.074 -2.086 -4.069
16 H 0.873 2.840 -1.442
17 H 5.239 -1.686 -10.463
18 H 5.772 -5.502 -8.594
19 N 1.429 0.884 -1.707
20 C -1.836 0.163 -2.044
21 H 4.178 -0.829 -8.427
22 H 4.714 -4.642 -6.546
23 C -3.149 -1.618 -2.897
24 C 1.111 0.928 1.745
25 C 2.969 -3.583 -2.044
26 C 2.071 -2.589 -0.061
27 O -0.972 -3.678 0.386
28 C 6.636 -5.335 -10.942
29 H 2.356 1.857 -5.335
30 C -1.586 1.572 -1.519
31 C -2.509 -2.483 -1.997
32 C 1.963 -0.031 -2.550
33 H 3.317 -0.214 -6.597
34 C 2.857 -0.839 -4.607
35 O 6.157 -3.999 -10.823
36 H -2.856 -3.500 -1.868
37 N -1.079 -0.713 -1.400
38 C 5.581 -3.636 -9.661
39 H 1.309 1.999 1.637
40 C 4.528 -1.856 -8.442
41 O -2.033 2.567 -1.996
42 H -3.470 0.485 -3.377
43 C -2.862 -0.247 -2.856
44 H 2.015 0.469 2.153
45 H 5.824 -6.055 -10.824
46 C 4.833 -3.996 -7.407
47 C 1.280 2.129 -2.145
48 H 1.466 3.528 -3.751
49 C 2.745 -2.363 -2.703
50 N 1.820 -1.442 -0.676
51 H 2.813 -4.594 -0.166
52 C 2.112 1.572 -4.319
53 C -0.929 -2.535 0.061
54 O -0.848 1.523 -0.387
55 C 2.179 -1.326 -1.976
56 C 4.379 -2.686 -7.327
57 O -4.091 -2.145 -3.677
58 C 2.648 -3.679 -0.718
59 W 0.356 0.024 -0.068
60 C 5.119 -2.320 -9.594

Let us look at the natural (NBO) charges, expressed in e, one per atom: -0.4603, 0.1834, 0.1206, 0.2442, 0.2427, 0.2537, 0.5003, -0.5257, -0.2292, -0.7194, 0.4204, -0.1012, 0.2124, -0.3245, 0.1121, 0.2472, 0.2368, 0.2308, -0.5156, 0.1258, 0.1942, 0.2280, 0.3883, -1.1142, -0.0887, 0.0912, -0.5031, -0.2582, 0.2292, 0.7575, -0.2470, 0.2293, 0.4252, 0.1464, -0.4747, 0.2711, -0.5270, 0.3402, 0.2287, -0.1534, -0.5104, 0.2561, -0.2819, 0.2320, 0.1828, -0.0692, 0.0798, 0.2523, -0.0532, -0.5044, 0.2513, -0.1116, 0.7595, -0.7225, 0.1430, -0.1837, -0.6132, -0.2293, 1.9576, -0.2527

=====

Q: Which formula does entry 2 have?
A: C28H19F4GdN6O4